Computed, not measured: C17H21LiN2OSe as an isolated structure, with ωB97M-V/def2-TZVPD.

Last column: natural (NBO) charge in e.
Atoms and positions in Å:
Li (1.346, -0.688, 2.325)  0.854
C (2.915, 2.822, 2.907)  -0.704
C (3.196, 1.455, 2.361)  0.708
O (2.670, 0.447, 2.841)  -0.733
N (4.032, 1.344, 1.317)  -0.580
C (4.225, 0.061, 0.631)  -0.259
C (3.016, -0.377, -0.170)  0.194
C (2.770, 0.166, -1.419)  -0.259
C (1.623, -0.212, -2.103)  -0.144
C (0.773, -1.136, -1.526)  -0.246
C (1.099, -1.639, -0.279)  0.064
N (2.195, -1.267, 0.407)  -0.509
H (3.096, 2.815, 3.981)  0.252
H (1.855, 3.027, 2.753)  0.260
H (3.510, 3.605, 2.436)  0.214
H (4.438, 2.178, 0.933)  0.404
H (4.450, -0.699, 1.374)  0.237
H (5.082, 0.179, -0.027)  0.216
H (3.466, 0.876, -1.849)  0.213
H (1.399, 0.215, -3.074)  0.223
H (-0.141, -1.453, -2.011)  0.245
H (0.451, -2.350, 0.211)  0.227
C (-4.234, -0.188, -3.071)  -0.623
C (-3.432, -0.323, -1.799)  -0.036
C (-3.092, -1.565, -1.286)  -0.254
C (-2.383, -1.713, -0.092)  0.040
C (-2.097, -3.122, 0.379)  -0.658
C (-1.982, -0.570, 0.632)  -0.193
Se (-1.051, -0.730, 2.296)  -0.588
C (-2.330, 0.700, 0.121)  -0.041
C (-1.984, 1.987, 0.833)  -0.642
C (-3.040, 0.795, -1.073)  -0.220
H (-4.241, -1.121, -3.637)  0.210
H (-3.831, 0.595, -3.717)  0.210
H (-5.273, 0.074, -2.856)  0.216
H (-3.403, -2.460, -1.820)  0.196
H (-2.917, -3.786, 0.100)  0.210
H (-1.960, -3.160, 1.456)  0.247
H (-1.192, -3.530, -0.084)  0.196
H (-1.212, 1.832, 1.581)  0.238
H (-2.862, 2.389, 1.349)  0.218
H (-1.651, 2.741, 0.114)  0.201
H (-3.300, 1.785, -1.445)  0.196

Summary:
F_max	0.51	eV/Å
electronic energy	-3254.204370	Ha
HOMO level	-6.52	eV
M	355.27	u

Computed, not measured: C17H21LiNP2Se3Te as an isolated structure, with ωB97M-V/def2-TZVPD.

Last column: natural (NBO) charge in e.
Atoms and positions in Å:
Li (-0.362, -0.287, -0.915)  0.736
C (-3.554, 1.196, 0.805)  -0.941
P (-2.249, 0.048, 1.388)  0.827
C (-3.222, -0.935, 2.613)  -0.933
C (-1.314, 1.133, 2.554)  -0.333
C (-1.978, 1.920, 3.494)  -0.146
C (-1.283, 2.743, 4.364)  -0.242
C (0.103, 2.783, 4.301)  -0.208
C (0.776, 1.996, 3.381)  -0.209
C (0.088, 1.161, 2.499)  -0.305
P (0.951, 0.113, 1.247)  0.835
C (2.684, 0.671, 1.380)  -0.969
C (1.012, -1.468, 2.181)  -0.945
H (-3.082, 1.950, 0.176)  0.269
H (-4.103, 1.669, 1.621)  0.202
H (-4.250, 0.632, 0.182)  0.231
H (-3.783, -0.313, 3.313)  0.208
H (-2.548, -1.580, 3.180)  0.229
H (-3.922, -1.571, 2.068)  0.224
H (-3.060, 1.897, 3.546)  0.191
H (-1.818, 3.352, 5.082)  0.203
H (0.661, 3.430, 4.968)  0.204
H (1.856, 2.044, 3.345)  0.212
H (3.106, 0.541, 2.379)  0.201
H (2.757, 1.714, 1.071)  0.239
H (3.241, 0.066, 0.664)  0.287
H (1.451, -1.341, 3.173)  0.209
H (1.603, -2.167, 1.586)  0.262
H (0.000, -1.866, 2.278)  0.222
Se (2.702, -2.011, -1.252)  -0.748
Se (1.568, -1.032, -3.054)  -0.250
Te (1.270, 1.471, -2.695)  0.102
Se (-1.192, 1.652, -2.182)  -0.872
N (-0.671, -2.290, -0.910)  -0.354
C (-0.630, -3.405, -0.658)  0.328
C (-0.439, -4.764, -0.252)  -0.108
C (-1.445, -5.479, 0.391)  -0.188
C (-1.201, -6.782, 0.789)  -0.224
C (0.036, -7.364, 0.546)  -0.196
C (1.037, -6.644, -0.094)  -0.213
C (0.807, -5.339, -0.499)  -0.173
H (-2.403, -5.009, 0.575)  0.221
H (-1.977, -7.346, 1.290)  0.212
H (0.221, -8.384, 0.858)  0.209
H (2.001, -7.099, -0.277)  0.218
H (1.571, -4.739, -0.985)  0.276

Summary:
energy relative to the best compared isomer or geometry (same formula, charge and spin)	2.9	kcal/mol
net charge	-1
F_max	0.45	eV/Å
electronic energy	-8877.880851	Ha
HOMO level	-3.07	eV
M	672.73	u

Computed, not measured: C17H21N3O3V as an isolated structure, with ωB97M-V/def2-TZVPD.

Last column: natural (NBO) charge in e.
Atoms and positions in Å:
N (-0.188, -1.089, -1.592)  -0.544
C (-0.436, -1.563, -2.618)  0.636
C (-0.733, -2.214, -3.873)  -0.783
H (-0.591, -3.298, -3.784)  0.334
H (-0.077, -1.847, -4.674)  0.320
H (-1.771, -2.028, -4.180)  0.329
N (1.009, 2.140, -0.228)  -0.526
C (0.804, 3.286, -0.147)  0.672
C (0.794, 4.707, -0.115)  -0.786
H (1.308, 5.049, -1.024)  0.345
H (1.333, 5.033, 0.786)  0.342
H (-0.228, 5.118, -0.093)  0.340
N (0.627, -1.151, 1.421)  -0.548
C (0.929, -1.675, 2.419)  0.640
C (1.298, -2.376, 3.620)  -0.786
H (0.779, -1.965, 4.497)  0.329
H (2.378, -2.300, 3.806)  0.321
H (1.038, -3.439, 3.538)  0.337
V (-0.019, 0.397, 0.014)  0.987
C (-0.547, 1.173, 1.725)  0.615
O (-0.823, 1.454, 2.811)  -0.248
C (-1.326, 1.233, -1.157)  0.613
O (-2.115, 1.556, -1.967)  -0.252
C (2.761, -0.171, -2.198)  0.002
C (2.862, -1.385, -1.523)  -0.124
C (3.227, -1.411, -0.179)  -0.209
C (3.492, -0.222, 0.497)  0.013
C (3.396, 0.991, -0.178)  -0.181
C (3.032, 1.017, -1.525)  -0.195
H (2.497, -0.155, -3.260)  0.266
H (2.679, -2.321, -2.062)  0.265
H (3.332, -2.367, 0.344)  0.274
H (3.800, -0.246, 1.547)  0.268
H (3.613, 1.927, 0.346)  0.268
H (2.966, 1.972, -2.055)  0.268
C (-4.030, 0.899, 1.109)  -0.752
C (-3.301, -0.412, 0.886)  0.733
C (-4.077, -1.705, 1.077)  -0.714
O (-2.098, -0.526, 0.551)  -0.580
H (-5.078, 0.730, 1.393)  0.305
H (-4.024, 1.494, 0.192)  0.272
H (-3.553, 1.465, 1.914)  0.271
H (-4.025, -2.241, 0.118)  0.286
H (-3.552, -2.270, 1.860)  0.286
H (-5.130, -1.584, 1.365)  0.291

Summary:
net charge	+4
F_max	9.31	eV/Å
electronic energy	-1992.603645	Ha
2S+1	2
HOMO level (spin up / spin down)	-22.38 / -22.20	eV
M	366.32	u

Computed, not measured: an isolated ion of composition C17H21N3O6P and charge -3, with ωB97M-V/def2-TZVPD.

Last column: natural (NBO) charge in e.
Atoms and positions in Å:
C (2.049, -4.468, 1.421)  -0.607
C (0.865, -3.465, 1.434)  -0.399
C (1.327, -1.979, 1.434)  -0.227
C (2.192, -1.655, 0.219)  -0.627
C (0.148, -1.043, 1.510)  -0.138
N (-0.391, -1.144, 2.910)  -1.007
P (-0.246, 0.223, 3.941)  2.494
O (-0.516, 1.440, 3.138)  -1.328
O (-1.302, 0.135, 4.957)  -1.276
O (1.125, 0.288, 4.492)  -1.283
C (-0.943, -1.265, 0.411)  0.699
O (-2.054, -1.760, 0.579)  -0.699
N (-0.666, -0.891, -0.868)  -0.625
C (-1.662, -0.705, -1.938)  -0.155
C (-2.504, 0.511, -1.550)  -0.436
C (-1.738, 1.662, -0.900)  -0.125
C (-1.578, 1.794, 0.462)  0.031
N (-0.647, 2.752, 0.688)  -0.540
C (-0.115, 3.263, -0.511)  0.128
C (0.884, 4.205, -0.781)  -0.253
C (1.214, 4.490, -2.089)  -0.268
C (0.525, 3.826, -3.135)  -0.280
C (-0.505, 2.922, -2.841)  -0.185
C (-0.811, 2.631, -1.522)  -0.098
C (-1.145, -0.576, -3.437)  0.767
O (-1.962, -0.174, -4.263)  -0.785
O (0.075, -0.897, -3.676)  -0.814
H (2.827, -4.223, 2.134)  0.193
H (1.667, -5.479, 1.654)  0.179
H (2.498, -4.512, 0.437)  0.187
H (0.260, -3.628, 0.520)  0.194
H (0.260, -3.646, 2.331)  0.230
H (1.888, -1.789, 2.341)  0.236
H (1.687, -1.852, -0.740)  0.217
H (2.538, -0.612, 0.236)  0.212
H (3.051, -2.321, 0.215)  0.179
H (0.474, 0.009, 1.324)  0.230
H (-1.390, -1.248, 2.886)  0.384
H (0.231, -0.432, -1.028)  0.403
H (-2.287, -1.590, -1.984)  0.207
H (-3.208, 0.138, -0.833)  0.215
H (-3.100, 0.938, -2.396)  0.220
H (-2.008, 1.141, 1.226)  0.273
H (-0.224, 2.881, 1.620)  0.474
H (1.371, 4.657, 0.111)  0.199
H (2.057, 5.142, -2.337)  0.183
H (0.787, 3.998, -4.174)  0.185
H (-0.995, 2.309, -3.625)  0.237

Summary:
energy relative to the best compared isomer or geometry (same formula, charge and spin)	0.0	kcal/mol
net charge	-3
F_max	4.32	eV/Å
electronic energy	-1617.521957	Ha
HOMO level	2.47	eV
M	394.34	u

Computed, not measured: one molecule with the formula C17H21N5O3, with ωB97M-V/def2-TZVPD.

Last column: natural (NBO) charge in e.
Atoms and positions in Å:
C (-6.707, -0.954, -1.554)  -0.228
C (-5.576, -0.910, -2.066)  -0.025
C (-4.357, -1.072, -2.958)  -0.274
N (-3.183, -1.079, -2.196)  -0.429
C (-2.794, -0.093, -1.309)  0.632
O (-3.283, 1.068, -1.412)  -0.653
C (-1.769, -0.210, -0.317)  -0.071
C (-1.103, -1.404, -0.280)  0.367
N (-0.019, -1.252, 0.584)  -0.574
C (-0.145, -0.017, 1.085)  0.583
N (-1.161, 0.727, 0.507)  -0.357
C (-1.611, 2.046, 1.159)  -0.193
C (-0.310, 2.755, 1.463)  -0.429
C (0.422, 2.000, 2.481)  -0.194
N (0.782, 0.588, 1.913)  -0.433
C (2.119, 0.080, 2.162)  -0.213
C (2.935, 0.168, 0.863)  0.082
C (4.426, -0.269, 0.942)  -0.434
C (5.178, 0.870, 0.250)  -0.428
C (4.119, 1.794, -0.449)  -0.047
O (3.086, 1.553, 0.401)  -0.546
N (-1.370, -2.438, -1.170)  -0.409
C (-0.568, -3.605, -1.129)  -0.397
C (-2.454, -2.235, -1.991)  0.788
O (-2.784, -3.190, -2.709)  -0.661
H (-7.735, -1.026, -1.265)  0.239
H (-4.542, -1.926, -3.555)  0.283
H (-4.238, -0.180, -3.690)  0.247
H (-2.185, 2.730, 0.418)  0.248
H (-2.229, 1.975, 2.008)  0.204
H (-0.525, 3.700, 1.893)  0.221
H (0.312, 2.997, 0.642)  0.235
H (1.311, 2.616, 2.510)  0.216
H (0.106, 1.872, 3.466)  0.201
H (2.611, 0.756, 2.911)  0.210
H (2.253, -0.865, 2.645)  0.220
H (2.480, -0.470, 0.153)  0.191
H (4.740, -1.199, 0.382)  0.219
H (4.775, -0.471, 2.052)  0.204
H (5.800, 1.408, 0.968)  0.210
H (5.804, 0.449, -0.564)  0.200
H (3.977, 1.529, -1.461)  0.151
H (4.406, 2.806, -0.488)  0.186
H (0.127, -3.545, -1.995)  0.206
H (-1.110, -4.563, -1.062)  0.227
H (-0.011, -3.516, -0.241)  0.229

Summary:
energy relative to the best compared isomer or geometry (same formula, charge and spin)	150.4	kcal/mol
F_max	6.66	eV/Å
electronic energy	-1159.762872	Ha
HOMO level	-7.56	eV
M	343.39	u